1.
{
  "formula": "C9H15AlB3F4N5O4",
  "method": "ωB97M-V with the def2-TZVPD basis set",
  "orbital_gap_ev": [6.444, 2.830],
  "total_charge": 2,
  "e_tot_ev": -44696.3210,
  "homo_ev": [-15.859, -14.851],
  "species": ["Al", "C", "C", "N", "O", "B", "F", "F", "O", "N", "C", "C", "C", "N", "O", "B", "F", "F", "O", "N", "C", "C", "C", "H", "H", "H", "H", "H", "H", "H", "H", "H", "H", "H", "H", "B", "C", "N", "H", "H", "H"],
  "positions_angstrom": [[0.73389, -0.51014, 0.56774], [-2.92715, -1.48677, -1.34305], [-1.61289, -1.02573, -0.95984], [-0.71839, -1.53834, -0.23815], [-0.98234, -2.78395, 0.42979], [0.02832, -3.64239, 0.68637], [0.42485, -0.12274, 2.14242], [0.01165, -4.92538, 0.67055], [1.38299, -3.23212, 0.96099], [1.89798, -1.96244, 0.65309], [3.17129, -1.74478, 0.75958], [4.07154, -2.84466, 0.94423], [3.50001, -0.31271, 0.29948], [2.45437, 0.42574, 0.11853], [2.54374, 1.60539, -0.31220], [1.28941, 2.59217, -0.38471], [1.35880, 3.81965, -0.95699], [0.83614, 2.54219, 0.88726], [0.29269, 1.93405, -1.29289], [-0.06169, 0.68510, -0.79359], [-1.16528, 0.28508, -1.42757], [-1.83465, 1.21619, -2.36167], [4.87807, 0.24321, 0.16072], [-3.24545, -2.13223, -0.49696], [-2.83392, -2.16216, -2.19009], [-3.65038, -0.74858, -1.56457], [3.73077, -3.66441, 0.32540], [3.99024, -3.16067, 2.03084], [5.10354, -2.54093, 0.58885], [-2.90682, 1.07990, -2.28320], [-1.37734, 1.12648, -3.35793], [-1.68821, 2.22711, -2.09165], [5.66702, -0.61037, 0.15416], [5.18305, 0.78254, 0.99959], [4.96992, 0.84825, -0.73598], [-5.77623, 3.70216, 2.53676], [-4.24544, 3.10977, 1.99349], [-3.25235, 2.58254, 1.68916], [-6.06258, 4.36401, 1.67394], [-6.81899, 2.53701, -2.14717], [-6.36019, 3.44299, 3.66529]],
  "mulliken_charge": [-0.240, -1.489, 0.481, 0.472, -0.286, 0.606, -0.356, -0.090, -0.366, 0.554, 0.282, -1.099, 0.449, 0.807, -0.280, 0.662, -0.316, -0.282, -0.426, 0.544, 0.187, -1.108, -1.346, 0.418, 0.357, 0.476, 0.381, 0.326, 0.385, 0.403, 0.329, 0.390, 0.348, 0.379, 0.430, 0.140, 0.239, -0.464, 0.034, 0.006, 0.061]
}



2.
{
  "formula": "C4H11NS",
  "method": "ωB97M-V with the def2-TZVPD basis set",
  "orbital_gap_ev": 3.666,
  "total_charge": 0,
  "e_tot_ev": -16646.0564,
  "homo_ev": -6.778,
  "species": ["C", "C", "C", "N", "H", "H", "H", "H", "H", "H", "H", "H", "C", "S", "H", "H", "H"],
  "positions_angstrom": [[-0.19841, 1.40820, 1.10025], [-0.31261, 1.26488, -0.42726], [-0.51276, 2.40077, -1.23417], [1.14260, 0.75068, -0.86708], [-1.13734, 1.75921, 1.51955], [-0.01859, 0.39272, 1.46716], [0.63352, 2.07120, 1.34442], [-1.22932, 2.49242, -2.02954], [0.22732, 3.19603, -1.23769], [0.92670, 0.03546, -1.57033], [1.37829, 1.52885, -1.51002], [-0.86280, 0.33702, -0.58569], [-0.03179, -3.64695, 0.83999], [0.15730, -1.92203, 0.36621], [0.92900, -4.16506, 0.77752], [-0.35952, -3.75790, 1.87302], [-0.73159, -4.14548, 0.17364]],
  "mulliken_charge": [-0.836, 0.140, -0.768, -0.579, 0.339, 0.159, 0.275, 0.284, 0.360, 0.286, 0.284, 0.389, -0.756, -0.303, 0.244, 0.249, 0.232]
}



3.
{
  "formula": "C2H5NO3",
  "method": "ωB97M-V with the def2-TZVPD basis set",
  "orbital_gap_ev": 10.284,
  "total_charge": 0,
  "e_tot_ev": -9780.4211,
  "homo_ev": -10.323,
  "species": ["C", "C", "H", "H", "H", "H", "H", "N", "O", "O", "O"],
  "positions_angstrom": [[1.33403, 0.85484, 0.21860], [-0.01342, 0.07197, 0.30429], [1.55371, -1.14290, 0.02761], [1.00250, 2.05169, -0.45280], [1.54744, 1.25272, 1.53794], [-1.41927, 1.51962, -0.59862], [-1.84605, -1.08313, -0.13302], [-1.28364, 0.70479, 0.12155], [2.36187, -0.29000, -0.58468], [0.03865, -1.17391, 0.41896], [-2.37259, -0.17263, -0.38044]],
  "mulliken_charge": [-0.345, 0.602, 0.451, 0.248, 0.256, 0.319, 0.372, -0.244, -0.582, -0.677, -0.400]
}



4.
{
  "formula": "C6H14O",
  "method": "ωB97M-V with the def2-TZVPD basis set",
  "orbital_gap_ev": 10.404,
  "total_charge": 0,
  "e_tot_ev": -8495.2080,
  "homo_ev": -9.491,
  "species": ["C", "O", "C", "C", "C", "C", "C", "H", "H", "H", "H", "H", "H", "H", "H", "H", "H", "H", "H", "H", "H"],
  "positions_angstrom": [[2.05949, -2.25908, -0.18861], [1.33119, 0.83904, -1.50462], [1.56621, 1.22730, -0.38580], [-1.30510, 0.47572, 0.45489], [-1.75045, 1.82134, -0.05390], [-1.46434, -0.66156, -0.51586], [-0.76953, 0.31328, 1.66639], [2.99274, -2.61092, 0.26160], [2.25197, -1.42868, -0.87452], [1.59441, -3.07962, -0.74330], [1.21863, 2.21326, -0.02495], [2.15574, 0.62744, 0.33208], [-1.59010, 2.61201, 0.68598], [-2.81509, 1.80775, -0.31831], [-1.19892, 2.07753, -0.96852], [-1.20350, -1.62370, -0.06393], [-0.81161, -0.49925, -1.38384], [-2.49467, -0.71898, -0.88964], [1.37733, -1.92508, 0.60153], [-0.44667, -0.66368, 2.02060], [-0.64996, 1.14766, 2.35494]],
  "mulliken_charge": [-0.798, -0.423, -0.159, 0.896, -1.253, -1.129, -0.963, 0.319, 0.163, 0.277, 0.304, 0.248, 0.324, 0.387, 0.289, 0.289, 0.250, 0.378, 0.056, 0.282, 0.261]
}



5.
{
  "formula": "C3H5NOS",
  "method": "ωB97M-V with the def2-TZVPD basis set",
  "orbital_gap_ev": 9.208,
  "total_charge": 0,
  "e_tot_ev": -17562.3936,
  "homo_ev": -8.853,
  "species": ["C", "C", "C", "H", "H", "H", "H", "H", "N", "O", "S"],
  "positions_angstrom": [[2.51577, 0.53386, -1.07747], [2.03178, 1.12698, 0.22020], [-1.06741, -0.26773, 0.57092], [2.81306, 1.34591, -1.77840], [1.78787, -0.08684, -1.60566], [3.42569, -0.07013, -0.93400], [2.57780, 1.77883, 0.90622], [-1.00188, -0.01778, 1.64242], [0.91963, 0.79120, 0.76735], [0.04756, 0.06269, -0.07888], [-2.33133, -1.08429, -0.07830]],
  "mulliken_charge": [-0.778, 0.059, 0.008, 0.264, 0.289, 0.258, 0.363, 0.342, -0.488, -0.057, -0.260]
}



6.
{
  "formula": "C20H31Br2N3OS",
  "method": "ωB97M-V with the def2-TZVPD basis set",
  "orbital_gap_ev": 6.872,
  "total_charge": 0,
  "e_tot_ev": -178676.8672,
  "homo_ev": -7.932,
  "species": ["C", "O", "C", "C", "C", "C", "C", "C", "C", "C", "N", "S", "N", "C", "C", "C", "Br", "C", "C", "Br", "H", "H", "H", "H", "H", "H", "H", "H", "H", "H", "H", "H", "H", "H", "H", "H", "C", "C", "N", "C", "C", "C", "C", "H", "H", "H", "H", "H", "H", "H", "H", "H", "H", "H", "H", "H", "H", "H"],
  "positions_angstrom": [[-0.09158, 2.89681, 6.18357], [1.28846, 2.93394, 5.84156], [1.61088, 4.05937, 5.00545], [1.35632, 3.62964, 3.48193], [2.58178, 2.88938, 2.83598], [2.21479, 2.11476, 1.47035], [1.18193, 0.98734, 1.84578], [1.65455, -0.02801, 2.89988], [0.76614, -1.10441, 3.36473], [-0.61287, -1.14372, 2.74935], [-1.47908, -2.14246, 3.16489], [-2.83168, -1.80313, 2.20420], [-2.37586, -0.45775, 1.30119], [-1.07161, -0.17376, 1.68261], [-0.13949, 0.93123, 1.21567], [-0.67932, 1.87809, 0.12103], [-0.59683, 1.21328, -1.74764], [-1.23803, 3.11043, 0.30347], [-1.39208, 3.73825, 1.72983], [-1.94763, 4.21876, -1.16975], [-0.34465, 1.96595, 6.77697], [-0.77108, 2.86113, 5.27232], [-0.41593, 3.76630, 6.84347], [0.81651, 4.84752, 5.21761], [2.64135, 4.47157, 5.16548], [0.42481, 3.00700, 3.49516], [1.23285, 4.60382, 2.91350], [3.11531, 2.20155, 3.56341], [3.36673, 3.65074, 2.52247], [3.15398, 1.60253, 1.11750], [1.76964, 2.81322, 0.71378], [2.66295, 0.01283, 3.37522], [1.10731, -1.82834, 4.14086], [-2.34830, 4.34866, 1.70799], [-0.56436, 4.48101, 1.89203], [-1.47370, 2.98022, 2.55160], [-0.02131, -5.60239, -5.54041], [-0.73790, -4.70358, -4.54054], [0.03947, -3.53795, -4.14809], [-0.49855, -2.84965, -2.97966], [-1.87904, -2.20572, -3.10617], [0.49241, -2.67346, -5.22917], [-0.56704, -2.08209, -6.16188], [0.96662, -5.88990, -5.17337], [-0.59945, -6.51611, -5.69774], [0.09526, -5.11928, -6.51308], [-0.93577, -5.30879, -3.64997], [-1.71769, -4.42375, -4.95053], [0.21671, -2.08862, -2.64963], [-0.53581, -3.57058, -2.15599], [-1.84864, -1.29557, -3.70456], [-2.24098, -1.92052, -2.11442], [-2.61723, -2.88579, -3.53615], [1.20235, -3.23920, -5.84163], [1.09081, -1.85719, -4.81243], [-1.29001, -2.82732, -6.49899], [-0.08081, -1.67760, -7.05450], [-1.10558, -1.25874, -5.69457]],
  "mulliken_charge": [-0.490, -0.353, -0.760, 0.836, -0.903, -0.540, 0.652, -0.562, -0.802, 0.864, -0.655, 0.146, -0.634, 0.528, 0.251, -0.670, -0.085, 0.238, -0.718, -0.165, 0.250, 0.098, 0.284, 0.330, 0.372, -0.716, 0.287, 0.338, 0.422, 0.364, 0.403, 0.275, 0.376, 0.529, 0.154, 0.052, -1.424, -0.314, 0.128, -0.646, -0.861, -0.683, -0.928, 0.329, 0.436, 0.290, 0.433, 0.266, 0.311, 0.358, 0.130, 0.308, 0.309, 0.364, 0.329, 0.241, 0.377, 0.249]
}



Energy above the lowest of the compared OMol25 structures with the same formula, charge and spin / eV: 2.212; 5.737; 7.768; 1.684; 2.874; 2.948